[1]
Density functional theory data (ωB97M-V with the def2-TZVPD basis set) for a single C2H6INOS molecule in a non-equilibrium geometry.

Output
Energy: -24643.0072 eV
HOMO: -9.70 eV
SMILES: CC[S@@](=N)(=O)I

ORCA input file:
```
! RIJCOSX wB97M-V def2-TZVPD def2/J DEFGRID3
* xyz 0 1
C -1.4377 0.5133 -0.4108
C -0.0523 0.8640 0.0699
N 0.4823 -1.4767 1.1638
O 1.0734 -1.2468 -1.4341
S 0.9679 -0.6241 0.0145
I 3.1787 0.3775 0.4717
H -1.4209 0.2699 -1.4704
H -1.8152 -0.3473 0.1387
H -2.1140 1.3521 -0.2527
H -0.0311 1.1444 1.1203
H 0.4306 1.6187 -0.5464
H 0.7384 -2.4450 1.1356
*
```

[2]
Density functional theory data (ωB97M-V with the def2-TZVPD basis set) for 2 unconnected molecules or ions with the total composition C2H6INOS in a non-equilibrium geometry.

Output
Expectation value of S²: 2.008
Energy: -24638.8615 eV
HOMO (alpha / beta): -8.39 / -9.29 eV

ORCA input file:
```
! RIJCOSX wB97M-V def2-TZVPD def2/J DEFGRID3
* xyz 0 3
C 1.7117 0.7541 0.5479
C 0.2955 1.0018 0.0423
N -0.6046 -0.0902 -0.0691
O -1.8495 0.1345 0.3454
S -2.9676 -1.0248 0.1815
I -1.1320 -3.7273 -1.6616
H 1.9719 -0.2248 0.0466
H 2.2724 1.7841 0.3600
H 1.7155 0.6338 1.7171
H -0.1483 1.9118 0.5242
H 0.3547 1.1923 -1.0891
H -1.6198 -2.3453 -0.9451
*
```

[3]
Density functional theory data (ωB97M-V with the def2-TZVPD basis set) for 2 unconnected molecules or ions with the total composition C2H6IOP in a non-equilibrium geometry.

Output
Energy: -21606.9356 eV
HOMO: -9.02 eV
SMILES: C=C.OPI

ORCA input file:
```
! RIJCOSX wB97M-V def2-TZVPD def2/J DEFGRID3
* xyz 0 1
C 0.5672 -0.9319 -2.1916
C -0.0573 -0.3112 -1.2093
O 3.3442 0.5100 2.4247
P 3.1575 0.8699 0.8740
I 5.0049 -0.1065 -0.3300
H 4.3368 0.5041 2.7233
H 1.2917 -1.6605 -1.8206
H -0.0180 -0.7491 -3.1281
H 0.4255 -0.3809 -0.2457
H -0.8078 0.4844 -1.2045
H 2.3321 -0.3303 0.6580
*
```

[4]
Density functional theory data (ωB97M-V with the def2-TZVPD basis set) for 2 unconnected molecules or ions with the total composition C2H6IOP in a non-equilibrium geometry.

Output
Expectation value of S²: 2.010
Energy: -21603.3465 eV
HOMO (alpha / beta): -6.04 / -10.02 eV

ORCA input file:
```
! RIJCOSX wB97M-V def2-TZVPD def2/J DEFGRID3
* xyz 0 3
C 0.0287 0.6919 -0.3177
C -0.6557 -0.6398 -0.0978
O -0.9413 -2.3945 2.0213
P -0.4912 -1.0986 1.6362
I -1.7875 0.6273 2.7748
H 0.5333 0.9747 0.4847
H 0.7479 0.4035 -1.0611
H -0.6970 1.4781 -0.5715
H -0.2830 -1.4409 -0.8284
H -1.7628 -0.6867 -0.2156
H 1.1664 -0.5260 2.2903
*
```

Question: Among the records above, which one has the lowest energy?
Answer: number 1

Please write out number 3 again, unchanged.
Density functional theory data (ωB97M-V with the def2-TZVPD basis set) for 2 unconnected molecules or ions with the total composition C2H6IOP in a non-equilibrium geometry.

Output
Energy: -21606.9356 eV
HOMO: -9.02 eV
SMILES: C=C.OPI

ORCA input file:
```
! RIJCOSX wB97M-V def2-TZVPD def2/J DEFGRID3
* xyz 0 1
C 0.5672 -0.9319 -2.1916
C -0.0573 -0.3112 -1.2093
O 3.3442 0.5100 2.4247
P 3.1575 0.8699 0.8740
I 5.0049 -0.1065 -0.3300
H 4.3368 0.5041 2.7233
H 1.2917 -1.6605 -1.8206
H -0.0180 -0.7491 -3.1281
H 0.4255 -0.3809 -0.2457
H -0.8078 0.4844 -1.2045
H 2.3321 -0.3303 0.6580
*
```